--- P ---
The following is a quantum chemistry calculation of a cluster of 2 separate species, C3H4FNO2 in total, from the Open Molecules 2025 dataset.

Positions of all 11 atoms, in Å:
C -1.779 -0.950 -0.167
C -0.566 -0.359 0.080
C 2.009 -0.329 0.089
N 2.114 0.990 -0.050
O 2.508 -1.381 0.072
O -3.015 -0.443 0.061
F -0.633 1.084 0.036
H -1.786 -1.980 0.047
H 1.320 1.610 0.024
H 3.039 1.324 0.006
H -3.212 0.432 -0.197

- net charge = 0
- LUMO level (spin up / spin down) (eV) = -0.28 / -0.28
- HOMO (spin up / spin down) (eV) = -7.99 / -7.98

Atom-resolved charges from natural (NBO), all expressed in e:
1 C -0.054
2 C 0.036
3 C 0.893
4 N -0.826
5 O -0.439
6 O -0.697
7 F -0.461
8 H 0.179
9 H 0.470
10 H 0.414
11 H 0.484

--- Q ---
The following is a quantum chemistry calculation of the molecule C3H4FNO2, from the Open Molecules 2025 dataset.

Positions of all 11 atoms, in Å:
C -2.516 0.129 -0.177
N -1.331 0.634 -0.037
O -0.248 -0.376 0.326
C 0.780 0.610 0.261
O 0.802 1.750 0.186
C 1.897 -0.488 0.094
F 3.050 0.355 -0.294
H -2.822 -1.061 -0.253
H -3.407 0.807 -0.343
H 2.258 -1.275 0.980
H 1.538 -1.085 -0.744

- SMILES = C=NOC(=O)CF
- net charge = 0
- LUMO level (eV) = 0.65
- HOMO (eV) = -10.57

Atom-resolved charges from natural (NBO), all expressed in e:
1 C -0.100
2 N -0.137
3 O -0.435
4 C 0.783
5 O -0.462
6 C -0.085
7 F -0.387
8 H 0.189
9 H 0.215
10 H 0.219
11 H 0.201

The most stable of them is Q.